A molecular structure, C34H40F5N12O4P2Sr, computed with the ωB97M-V functional and the def2-TZVPD basis.

As for the strongest force on any atom: 0.4 eV Å⁻¹. For the orbital gap, the calculation gives 0.3108 Ha. The relative energy (zero: lowest compared OMol25 entry of this formula, charge and spin) is 0.00 kcal/mol. Its total energy is -94981.1093 eV. As for the net charge: +1.

XYZ file:
```
98
C34H40F5N12O4P2Sr the ωB97M-V functional and the def2-TZVPD basis
Sr 1.083 -0.332 0.348
C -4.252 -3.258 0.242
N -2.811 -3.041 0.369
C -2.156 -1.901 0.566
N -0.851 -2.109 0.484
C -0.776 -3.443 0.216
N -1.939 -4.042 0.142
C -4.703 -3.172 -1.195
C -5.196 -4.286 -1.857
C -5.606 -4.185 -3.182
C -5.520 -2.977 -3.850
C -5.020 -1.858 -3.186
C -4.616 -1.958 -1.863
C -4.917 -0.582 -3.889
N -5.247 -0.301 -5.101
N -4.922 1.032 -5.294
C -4.423 1.448 -4.183
O -4.409 0.487 -3.231
C -3.865 2.761 -3.876
C -3.886 3.750 -4.853
C -3.338 4.991 -4.579
C -2.773 5.245 -3.339
C -2.755 4.260 -2.356
C -2.189 4.617 -1.002
N -1.671 3.478 -0.252
C -0.703 2.627 -0.586
N -0.481 1.787 0.416
C -1.375 2.193 1.360
N -2.118 3.207 0.993
C -3.299 3.014 -2.629
H -4.740 -2.501 0.856
H -4.464 -4.237 0.666
H -2.643 -0.955 0.743
H 0.150 -3.975 0.068
H -5.259 -5.236 -1.342
H -5.991 -5.056 -3.694
H -5.831 -2.884 -4.881
H -4.226 -1.079 -1.363
H -4.323 3.529 -5.818
H -3.345 5.763 -5.337
H -2.341 6.217 -3.133
H -2.949 5.058 -0.360
H -1.388 5.348 -1.116
H -0.207 2.614 -1.543
H -1.463 1.733 2.331
H -3.285 2.228 -1.884
C 3.212 -1.220 5.957
N 2.243 -0.496 5.141
C 1.236 0.257 5.883
P 2.106 -0.803 3.549
O 1.108 0.083 2.899
O 3.624 -0.614 3.041
P 4.158 -0.050 1.622
O 3.537 -0.797 0.499
N 5.772 -0.182 1.859
C 6.347 -1.458 2.283
C 6.631 0.557 0.928
N 3.731 1.521 1.569
C 3.385 2.203 0.319
C 3.966 2.398 2.711
N 1.815 -2.378 3.134
C 0.517 -2.875 3.609
C 2.848 -3.413 3.126
H 3.727 -0.522 6.619
H 3.962 -1.699 5.330
H 2.726 -1.984 6.570
H 1.732 0.984 6.528
H 0.630 -0.405 6.507
H 0.590 0.787 5.189
H 5.731 -1.914 3.054
H 7.332 -1.270 2.709
H 6.455 -2.154 1.447
H 6.182 1.517 0.677
H 6.804 -0.001 0.005
H 7.589 0.747 1.412
H 3.282 1.496 -0.503
H 4.174 2.909 0.047
H 2.452 2.756 0.455
H 4.232 1.815 3.590
H 3.058 2.963 2.930
H 4.777 3.101 2.504
H -0.233 -2.088 3.548
H 0.580 -3.234 4.642
H 0.194 -3.700 2.974
H 3.756 -3.043 2.661
H 2.485 -4.252 2.531
H 3.074 -3.784 4.130
F -1.679 -0.144 -2.126
C -0.543 0.102 -2.861
C 0.674 0.131 -2.225
C 1.736 0.391 -3.055
F 2.997 0.458 -2.518
C 1.641 0.609 -4.419
F 2.712 0.863 -5.176
C 0.386 0.554 -5.004
F 0.248 0.747 -6.315
C -0.726 0.294 -4.218
F -1.934 0.222 -4.792
```

A molecular structure, C10H29B3BeBr2ClF8LiN4NaO6P, computed with the ωB97M-V functional and the def2-TZVPD basis.

As for the strongest force on any atom: 4.6 eV Å⁻¹. For the orbital gap, the calculation gives 0.0999 Ha. Its total energy is -219770.1515 eV.

XYZ file:
```
67
C10H29B3BeBr2ClF8LiN4NaO6P the ωB97M-V functional and the def2-TZVPD basis
C 4.661 1.771 3.331
C 4.383 0.374 3.193
C 2.870 -0.025 2.874
N 2.526 -0.274 1.473
C 2.879 0.702 0.464
B 4.235 0.436 -0.391
O 4.267 0.880 -1.766
O 5.389 -0.233 0.087
C 1.530 -1.241 1.182
N 2.010 -2.594 0.840
B 2.158 -2.798 -0.636
N 3.571 -2.833 -1.173
O 1.107 -3.005 -1.598
N 0.255 -0.933 1.258
C -0.887 -1.855 0.980
C -1.560 -1.595 -0.467
C -2.822 -0.617 -0.412
C -4.160 -1.225 -1.025
C -2.413 0.691 -1.270
B -0.147 0.487 1.662
O -0.812 0.611 2.928
O 0.158 1.557 0.820
H 3.883 2.361 3.912
H 5.580 2.282 2.925
H 5.167 -0.423 3.326
H 2.210 0.793 3.332
H 2.641 -0.959 3.494
H 2.020 0.871 -0.274
H 3.007 1.728 0.990
H 3.529 1.510 -1.907
H 6.067 -0.303 -0.617
H 1.460 -3.314 1.316
H 3.855 -3.790 -1.401
H 4.190 -2.562 -0.389
H 1.132 -2.203 -2.174
H -0.677 -2.941 1.184
H -1.700 -1.551 1.723
H -1.950 -2.621 -0.782
H -0.813 -1.220 -1.226
H -3.050 -0.302 0.652
H -5.011 -0.559 -0.664
H -4.140 -1.105 -2.152
H -4.398 -2.277 -0.684
H -1.291 0.856 -1.276
H -2.742 0.586 -2.361
H -2.876 1.624 -0.828
H -0.702 -0.259 3.367
H -0.202 2.432 1.202
Br 0.204 4.092 2.283
O -6.068 -0.875 1.460
H -5.870 -1.759 1.823
H -5.653 -0.162 1.998
H -7.046 -0.735 1.335
F -6.892 -0.991 -0.408
Na 4.800 2.861 0.611
Cl -0.303 3.262 4.967
F -1.012 1.096 -5.126
P -2.432 1.465 -5.804
F -2.630 2.534 -4.611
F -3.088 0.369 -4.815
F -1.363 1.639 -7.010
F -3.245 2.694 -6.488
F -3.249 0.488 -6.792
Be 2.088 -5.120 -1.463
Br -2.128 4.376 6.426
Li -2.246 3.686 -7.544
F 1.750 4.143 6.116
```